Formula: C5H6N2O2
Source: the OMol25 dataset
Level of theory: ωB97M-V/def2-TZVPD

Summary:
* HOMO-LUMO gap: 9.81 eV
* SMILES: N/N=C1\OC(=O)[C@@H]2C[C@H]12
* relative energy (zero: lowest compared OMol25 entry of this formula, charge and spin): 39.67 kcal/mol
* E_tot: -12355.90070 eV
* maximum force: 2.7 eV/Å
* highest occupied orbital energy: -8.93 eV

```
! wB97M-V def2-TZVPD RIJCOSX def2/J DEFGRID3
* xyz 0 1
C -0.21349 0.63973 -0.34749
C -0.24756 -0.47269 1.64573
C -0.50764 -1.50161 0.63310
C 0.69689 -1.70621 -0.29557
C -0.42635 -0.81116 -0.72741
H 0.12479 3.49719 -1.44550
H 0.68319 2.96860 0.00675
H -1.11339 -2.32122 0.94020
H 1.67718 -1.24684 -0.10079
H 0.76507 -2.66525 -0.80514
H -1.03732 -1.01144 -1.56800
N -0.06821 2.85188 -0.65784
N -0.23708 1.58981 -1.15046
O 0.03031 0.74142 1.02078
O -0.12639 -0.55219 2.85165
*
```